[1]
ORCA calculation (wB97M-V/def2-TZVPD) on a structure of composition C39H51Br3N5NaO4S3Si.

Geometry (Å):
Na 0.04482 -0.59590 -0.02373
O -0.93079 7.78243 2.22721
N -1.31475 6.94942 1.42612
O -2.06120 7.20865 0.50921
C -0.81947 5.55793 1.57238
C 0.14814 5.39664 2.48936
C 0.73780 4.12435 2.71520
C 1.71260 3.93240 3.70700
C 2.19830 2.67616 3.92421
C 1.70689 1.62720 3.12462
N 0.84437 1.78775 2.15022
C 0.34847 3.02456 1.93879
C -0.67110 3.20478 0.91890
N -0.99803 2.12452 0.18409
C -2.03517 2.20016 -0.62029
C -2.80933 3.36352 -0.75569
C -2.43740 4.49194 -0.08835
C -1.32010 4.45172 0.77904
H 0.47469 6.25222 3.06306
H 2.05447 4.78032 4.29082
H 2.94499 2.47858 4.68195
H 2.04275 0.60988 3.29550
H -2.29600 1.29534 -1.16196
H -3.69437 3.33550 -1.37447
H -3.00255 5.39953 -0.20109
S -5.16346 0.97385 -0.53180
C -3.92810 -0.03694 0.11793
S -3.44801 0.11286 1.76897
S -3.03793 -1.08755 -0.95359
Br 6.16767 -3.10374 2.55653
C 4.52767 -2.24300 2.13203
C 4.54330 -0.99726 1.52584
C 3.32012 -0.43651 1.21048
N 2.14650 -1.03321 1.44821
C 2.15649 -2.20410 2.06816
C 3.33828 -2.86257 2.42445
C 0.81146 -2.77491 2.41607
C 0.66503 -3.69755 3.44603
C -0.62008 -4.10425 3.75819
Br -0.86866 -5.33483 5.18964
C -1.70999 -3.62216 3.07099
C -1.46000 -2.70813 2.04979
N -0.23009 -2.29877 1.73761
H 5.46882 -0.48214 1.30943
H 3.26844 0.54236 0.73936
H 3.32051 -3.84068 2.88208
H 1.51026 -4.06358 4.00987
H -2.72017 -3.91682 3.31395
H -2.27282 -2.26962 1.47047
C 3.07628 1.04678 -1.99180
O 2.48343 1.94777 -1.05358
H 4.15618 1.18985 -1.92267
H 2.75983 1.27766 -3.01300
H 2.81798 0.00574 -1.76480
H 1.59354 1.63826 -0.86204
C 2.98479 -3.06800 -2.28615
C 1.89951 -2.93654 -1.20668
C 0.68592 -3.80627 -1.57626
O 1.56453 -1.64131 -0.97219
H 3.29966 -4.11102 -2.42857
H 3.86042 -2.47315 -2.00690
H 2.59425 -2.68414 -3.23685
H 2.33227 -3.42122 -0.28506
H 0.25256 -3.45573 -2.51735
H -0.08113 -3.72061 -0.80276
H 0.96204 -4.86401 -1.68686
C -0.06925 -2.17053 -5.24476
C -1.16467 -1.24058 -5.79549
C -2.50078 -1.80578 -5.28510
C -1.15217 -1.32309 -7.33055
Si -0.95186 0.56020 -5.17967
Br -0.37154 0.36573 -3.02773
C 0.53134 1.48065 -6.00011
C 1.73640 0.52803 -6.07474
C 0.98622 2.71054 -5.19268
C 0.20030 1.95023 -7.42767
C -2.57100 1.57831 -5.18093
C -2.25979 3.04318 -4.83713
C -3.57389 1.08114 -4.11855
C -3.25629 1.54085 -6.55919
H -0.29492 -3.19876 -5.55443
H -0.03537 -2.15032 -4.15698
H 0.92656 -1.92510 -5.61111
H -2.55493 -2.86784 -5.55426
H -3.35990 -1.30874 -5.73609
H -2.59392 -1.73123 -4.19718
H -1.37238 -2.35426 -7.63428
H -0.17994 -1.05894 -7.75144
H -1.90623 -0.67612 -7.78882
H 1.99518 0.12156 -5.09343
H 2.60694 1.08064 -6.45218
H 1.55856 -0.30540 -6.75489
H 1.04877 2.51391 -4.12162
H 0.32589 3.56394 -5.33603
H 1.98604 3.00742 -5.53611
H -0.11340 1.13012 -8.07771
H 1.09379 2.40630 -7.87497
H -0.58856 2.70537 -7.43180
H -1.71014 3.13326 -3.89580
H -3.20652 3.58483 -4.72142
H -1.68963 3.54228 -5.62381
H -3.15822 1.03745 -3.11197
H -3.97084 0.09261 -4.32777
H -4.42398 1.77316 -4.08738
H -2.60600 1.89126 -7.36592
H -4.13895 2.19219 -6.53619
H -3.59914 0.53624 -6.81583

Output
Gap between HOMO and LUMO   3.5 eV
Charge   -2
LUMO level   3.05 eV
HOMO   -0.47 eV


[2]
ORCA calculation (wB97M-V/def2-TZVPD) on a structure of composition C39H51F2N12OPSV at a distorted geometry.

Geometry (Å):
V 0.52138 -0.63703 0.21891
C -2.37592 1.60555 5.59919
N -1.97826 2.03375 4.27380
C -2.58911 3.00430 3.53096
C -1.93684 3.02736 2.33319
N -0.95300 2.08201 2.32110
C -0.99206 1.50136 3.49838
P 0.01372 0.12055 4.11056
C -0.97674 -1.21005 3.41910
N -1.70187 -1.14611 2.32125
C -2.31149 -2.36273 2.21996
C -1.95284 -3.15582 3.27135
N -1.11360 -2.41112 4.04467
C -0.40041 -2.87348 5.21512
C 1.51240 0.21418 3.07591
N 1.69609 0.14866 1.75281
C 2.98759 0.52440 1.52577
C 3.60443 0.79976 2.70771
N 2.67306 0.60564 3.68117
C 2.92731 0.73050 5.10159
H -3.16542 2.26840 5.94823
H -2.75650 0.58414 5.57494
H -1.53142 1.65928 6.28597
H -3.41466 3.57391 3.91366
H -2.12383 3.65815 1.48371
H -2.94830 -2.60737 1.39349
H -2.19731 -4.17082 3.51968
H -0.76066 -3.86902 5.46456
H 0.66932 -2.93097 5.00872
H -0.57595 -2.20660 6.05908
H 3.38790 0.55461 0.52969
H 4.61439 1.08410 2.93470
H 3.99088 0.91481 5.23480
H 2.36396 1.55972 5.53126
H 2.65824 -0.19083 5.61798
C -6.47380 -0.87632 0.72608
C -5.52594 0.10170 0.02253
C -4.83980 0.96185 1.08792
C -6.33543 1.02703 -0.89262
C -4.51528 -0.68567 -0.81037
C -4.96976 -1.52862 -1.84516
C -4.09973 -2.24892 -2.63699
C -2.73351 -2.14152 -2.38540
S -1.38770 -2.85895 -3.20814
C -0.30887 -2.04119 -2.11635
N -0.89880 -1.33012 -1.19634
C -2.26952 -1.34265 -1.34554
C -3.15915 -0.59713 -0.57496
C 1.14850 -2.06757 -2.24165
C 1.74220 -2.71626 -3.32096
C 3.10991 -2.64492 -3.49122
C 3.85649 -1.93046 -2.55946
C 3.23966 -1.31334 -1.48088
C 1.85363 -1.33894 -1.25787
H -7.18500 -0.33026 1.34775
H -5.91486 -1.55972 1.36540
H -7.04160 -1.47248 0.01257
H -5.59508 1.50184 1.66005
H -4.17022 1.69799 0.63844
H -4.25195 0.36040 1.78053
H -7.05973 1.59632 -0.30901
H -6.88057 0.46691 -1.65159
H -5.68059 1.73191 -1.40228
H -6.03093 -1.60999 -2.03908
H -4.46962 -2.87129 -3.43792
H -2.75047 0.03285 0.19709
H 1.14187 -3.26452 -4.03749
H 3.58939 -3.13841 -4.32571
H 4.93308 -1.87322 -2.67025
H 3.89458 -0.82500 -0.76639
C -2.41873 4.04930 -4.21250
C -2.54214 4.19124 -2.69708
C -4.01262 4.03600 -2.27897
C -2.03896 5.56265 -2.25332
N -1.64906 3.21118 -2.06552
N -2.02885 1.84636 -2.08523
H -3.10028 4.72682 -4.72689
H -2.65826 3.03165 -4.51894
H -1.39955 4.26631 -4.52784
H -4.59383 4.89606 -2.60931
H -4.10126 3.96416 -1.19272
H -4.47479 3.15251 -2.72063
H -2.56152 6.35889 -2.78279
H -0.97184 5.65250 -2.45415
H -2.19990 5.70945 -1.18346
H -1.46419 3.47297 -1.10121
H -1.56459 1.36638 -2.84870
H -3.03609 1.72095 -2.13586
F 0.49492 -3.64400 0.38047
C 0.94208 -2.52280 1.09714
F 2.32508 -2.76738 1.23456
H 0.60871 -2.77078 2.11405
C 2.53318 1.11675 -4.65357
N 2.25090 1.67272 -3.34031
C 3.05413 2.59329 -2.77066
C 2.78250 3.09610 -1.54746
C 1.66920 2.51607 -0.85325
N 0.95891 1.52653 -1.34572
C 1.09916 1.21046 -2.67152
O 0.29598 0.54051 -3.29066
N 1.35748 2.98831 0.36983
H 3.22173 1.78122 -5.17250
H 1.60304 1.03025 -5.20798
H 2.97060 0.12264 -4.54911
H 3.90432 2.91506 -3.35829
H 3.39685 3.86023 -1.10377
H 2.03630 3.55863 0.84505
H 0.70209 2.45966 0.95296

Output
Gap between HOMO and LUMO (spin up / spin down)   5.9 / 7.1 eV
Energy relative to the best compared isomer or geometry (same formula, charge and spin)   0.7 kcal per mole
LUMO level (spin up / spin down)   0.26 / 0.25 eV
2S+1   4
HOMO (spin up / spin down)   -5.63 / -6.85 eV


Q: Which formula does entry 2 have?
A: C39H51F2N12OPSV